Run A
{
  "formula": "C7H14O",
  "method": "the ωB97M-V functional and the def2-TZVPD basis",
  "species": ["C", "C", "C", "C", "C", "C", "C", "O", "H", "H", "H", "H", "H", "H", "H", "H", "H", "H", "H", "H", "H", "H"],
  "positions_angstrom": [[-1.383, 2.299, -1.838], [-1.059, 0.812, -2.072], [0.337, 0.408, -1.627], [0.542, 0.472, -0.108], [0.666, -0.856, 0.578], [1.364, -1.118, 1.672], [0.932, -2.247, 2.585], [-0.442, -2.111, 2.974], [-1.482, 2.486, -0.765], [-0.553, 2.939, -2.145], [-2.361, 2.572, -2.236], [-1.844, 0.216, -1.595], [-1.184, 0.646, -3.146], [1.138, 0.855, -2.214], [0.335, -0.660, -1.892], [-0.352, 0.923, 0.333], [1.327, 1.166, 0.194], [-0.034, -1.572, 0.154], [2.140, -0.475, 2.070], [0.957, -3.275, 2.227], [1.553, -2.232, 3.478], [-0.594, -1.252, 3.375]],
  "smiles": "CCCC/C=C/CO",
  "gap_ev": 10.261
}


Run B
{
  "formula": "C7H14O",
  "method": "the ωB97M-V functional and the def2-TZVPD basis",
  "species": ["C", "C", "C", "C", "C", "C", "C", "H", "H", "H", "H", "H", "H", "H", "H", "H", "H", "H", "H", "O", "H", "H"],
  "positions_angstrom": [[1.790, -2.176, 0.571], [0.487, -1.840, 0.639], [-0.250, -0.664, 0.178], [0.378, -0.073, -0.866], [0.106, 1.303, -1.326], [-1.471, -0.381, 0.897], [-2.601, -0.211, -0.190], [2.091, -3.063, 0.967], [2.576, -1.452, 0.403], [-0.195, -2.558, 1.228], [1.224, -0.445, -1.305], [-0.703, 1.955, -0.980], [0.074, 1.317, -2.518], [1.044, 1.926, -1.133], [-1.851, -1.031, 1.678], [-1.514, 0.705, 1.357], [-2.664, 0.651, -0.940], [-3.670, -0.111, 0.193], [-2.601, -1.083, -0.945], [2.547, 2.762, 0.739], [2.235, 2.148, 1.329], [2.966, 2.320, 0.025]],
  "smiles": "C=C/C(=C/C)CC.O",
  "gap_ev": 9.127
}


Run C
{
  "formula": "C7H14O",
  "method": "the ωB97M-V functional and the def2-TZVPD basis",
  "species": ["C", "C", "C", "O", "C", "C", "C", "C", "H", "H", "H", "H", "H", "H", "H", "H", "H", "H", "H", "H", "H", "H"],
  "positions_angstrom": [[0.643, 1.421, -1.039], [0.205, 0.354, -0.370], [0.740, -0.254, 0.852], [1.991, -1.028, 0.421], [3.176, -0.256, 0.384], [-1.355, -0.121, -0.545], [-2.314, 0.858, 0.133], [-1.728, -1.564, -0.208], [1.589, 1.897, -0.804], [0.047, 1.884, -1.820], [1.022, 0.486, 1.606], [0.165, -1.020, 1.372], [3.165, 0.590, 1.085], [4.026, -0.899, 0.639], [3.342, 0.143, -0.624], [-1.494, -0.021, -1.629], [-3.344, 0.675, -0.193], [-2.082, 1.898, -0.122], [-2.287, 0.759, 1.224], [-2.709, -1.808, -0.633], [-1.803, -1.724, 0.873], [-0.995, -2.272, -0.603]],
  "smiles": "C=C(COC)C(C)C",
  "gap_ev": 10.321
}


Run D
{
  "formula": "C7H14O",
  "method": "the ωB97M-V functional and the def2-TZVPD basis",
  "species": ["C", "C", "C", "C", "C", "C", "C", "H", "H", "H", "H", "H", "H", "H", "H", "H", "H", "H", "H", "O", "H", "H"],
  "positions_angstrom": [[-2.699, -1.677, -0.618], [-2.504, -0.858, -1.643], [-1.217, -0.055, -1.736], [-1.306, 1.274, -1.768], [0.066, -0.798, -1.434], [0.778, -0.394, -0.120], [2.270, -0.049, -0.265], [-2.090, -1.652, 0.275], [-3.508, -2.392, -0.599], [-3.038, -0.757, -2.582], [-0.390, 1.866, -1.752], [-2.178, 1.785, -2.160], [-0.136, -1.858, -1.310], [0.701, -0.564, -2.300], [0.677, -1.196, 0.611], [0.324, 0.511, 0.292], [2.938, -0.887, -0.031], [2.650, 0.658, 0.481], [2.455, 0.387, -1.241], [1.760, 2.329, 5.732], [2.049, 1.446, 5.963], [2.399, 2.879, 6.205]],
  "smiles": "C=CC(=C)CCC.O",
  "gap_ev": 9.896
}


It is run A that is most stable; the runner-up trails by 0.637 eV.